Density functional theory data (wB97M-V/def2-TZVPD) for a structure of composition C16H43BCuNO8 at a distorted geometry.

Output
E_LUMO	4.127	eV
DFT total energy	-2957.03889	hartree
HOMO-LUMO gap	2.064	eV
charge	-2

Atoms and positions in Å:
Cu 0.2159 -0.2365 0.4988
C 3.8381 -0.7317 1.6397
O 2.8333 -0.6207 0.9379
O 4.6114 -1.4690 1.0070
O 3.6749 -1.1405 2.7833
B 1.0559 -1.8353 -1.3845
H 0.6661 -1.9755 -0.3881
H 0.1987 -1.6681 -2.0182
H 1.6406 -0.9324 -1.2999
H 1.6268 -2.6853 -1.7245
C -2.1472 1.5975 2.6695
O -1.7586 1.2314 1.3444
C -2.4330 1.9274 0.3135
C -2.1810 1.1878 -0.9279
N -0.7244 1.3175 -1.2730
C -0.4942 1.0745 -2.6562
C -0.3024 2.4277 -3.4114
O 0.7692 3.1995 -2.7893
C 1.0273 4.3057 -3.6623
H -1.5315 1.1644 3.4579
H -3.1977 1.3601 2.8372
H -2.0250 2.6788 2.6063
H -2.0744 2.9557 0.2673
H -3.4957 1.8615 0.5466
H -2.6714 1.7402 -1.7295
H -2.6564 0.2073 -0.9557
H -0.4301 2.2801 -1.1897
H -1.3415 0.5079 -3.0424
H 0.3235 0.3847 -2.8650
H -1.3018 2.8562 -3.4881
H -0.0042 2.1991 -4.4346
H 1.7313 4.0117 -4.4408
H 1.4329 5.0789 -3.0099
H 0.1535 4.8994 -3.9310
C -2.0145 -2.3408 2.8825
C -0.6592 -2.1316 3.5767
C 0.2196 -3.4018 3.4085
O 0.0539 -1.2067 2.8186
H -2.4937 -1.3675 2.7776
H -2.5682 -3.0451 3.5034
H -2.0188 -2.8600 1.9241
H -0.7572 -1.6938 4.5701
H -0.3168 -4.2177 3.8928
H 1.1054 -3.2539 4.0263
H 0.3188 -3.7668 2.3862
H 0.8977 -1.1275 3.2696
C 3.4422 2.6342 -0.5428
C 3.0131 2.6991 0.9593
C 2.5334 4.0838 1.4124
O 2.0069 1.7805 1.3183
H 2.7006 3.2457 -1.0569
H 3.3030 1.6348 -0.9549
H 4.4416 2.9730 -0.8155
H 3.9045 2.3969 1.5091
H 3.1740 4.5643 2.1519
H 1.4849 4.2862 1.6309
H 2.6533 4.8034 0.6025
H 2.3471 0.9120 1.0911
C -1.6182 -4.9931 -0.7992
C -1.9848 -3.9613 -1.8551
C -2.3357 -2.5394 -1.3131
O -0.9023 -3.6912 -2.7692
H -2.4900 -5.0972 -0.1532
H -0.8233 -4.6174 -0.1549
H -1.1855 -5.8679 -1.2844
H -2.7526 -4.4704 -2.4378
H -1.6581 -2.0932 -0.5851
H -3.3525 -2.5301 -0.9204
H -2.4200 -1.7572 -2.0675
H -0.2777 -3.1421 -2.2896